Entry 1:
A structure of composition C20H35AgBrNO3P. Source: the Open Molecules 2025 dataset; level of theory: the ωB97M-V functional and the def2-TZVPD basis.

* LUMO: 2.5 eV
* largest force on an atom: 0.435 eV/Å
* energy relative to the best compared isomer or geometry (same formula, charge and spin): 99.7 kJ/mol
* HOMO level: -0.149 Eh
* frontier orbital gap: 6.54 eV
* M: 556.250 g/mol

The geometry in ORCA input format:
```
! wB97M-V def2-TZVPD RIJCOSX def2/J DEFGRID3
* xyz -1 1
Ag 2.506 0.106 -0.150
N 5.030 0.548 -0.299
C 6.057 -0.494 -0.440
C 5.736 -1.698 0.436
C 4.552 -2.486 -0.200
O 4.862 -3.422 -0.949
O 3.398 -2.032 0.048
H 5.200 1.303 -0.952
H 5.076 0.938 0.635
H 7.054 -0.099 -0.198
H 6.078 -0.819 -1.483
H 5.469 -1.374 1.446
H 6.608 -2.350 0.478
C -5.999 -0.859 0.056
C -5.124 0.392 -0.050
C -5.394 1.272 1.181
C -5.551 1.159 -1.312
C -3.636 0.052 -0.125
C -2.695 1.065 -0.284
C -1.363 0.738 -0.352
Br -0.079 2.140 -0.590
C -0.806 -0.574 -0.280
O 0.446 -0.775 -0.389
C -1.794 -1.598 -0.093
C -3.137 -1.246 -0.037
C -1.467 -3.100 0.022
C 0.025 -3.448 0.078
C -2.102 -3.663 1.306
C -2.067 -3.828 -1.194
H -7.051 -0.565 0.085
H -5.778 -1.420 0.966
H -5.850 -1.514 -0.804
H -6.449 1.559 1.226
H -4.792 2.181 1.146
H -5.139 0.732 2.095
H -6.619 1.393 -1.274
H -5.357 0.558 -2.203
H -5.000 2.095 -1.409
H -2.992 2.105 -0.352
H -3.849 -2.052 0.089
H 0.524 -2.960 0.913
H 0.553 -3.142 -0.821
H 0.132 -4.531 0.194
H -1.706 -3.141 2.178
H -1.861 -4.726 1.403
H -3.190 -3.565 1.313
H -1.639 -3.425 -2.114
H -3.152 -3.711 -1.242
H -1.839 -4.897 -1.147
C 4.864 3.851 0.896
P 3.227 3.153 0.363
C 3.157 3.899 -1.323
C 2.151 4.373 1.236
H 4.882 4.936 0.771
H 5.677 3.417 0.313
H 5.037 3.616 1.948
H 3.402 4.962 -1.297
H 2.148 3.766 -1.715
H 3.850 3.384 -1.990
H 2.505 5.394 1.078
H 2.142 4.152 2.304
H 1.133 4.272 0.861
*
```



Entry 2:
A structure of composition C8H24B2O28 in a non-equilibrium geometry. Source: the Open Molecules 2025 dataset; level of theory: the ωB97M-V functional and the def2-TZVPD basis.

* LUMO: 3.2 eV
* largest force on an atom: 14.954 eV/Å
* energy relative to the best compared isomer or geometry (same formula, charge and spin): 778.7 kJ/mol
* HOMO level: -0.194 Eh
* frontier orbital gap: 8.45 eV
* M: 589.876 g/mol

The geometry in ORCA input format:
```
! wB97M-V def2-TZVPD RIJCOSX def2/J DEFGRID3
* xyz -2 1
O 0.442 -4.162 0.537
C 0.160 -2.912 0.243
O -0.488 -2.102 0.905
B -0.323 -0.798 0.353
O 0.718 -0.960 -0.708
C 0.919 -2.237 -0.783
O 1.784 -2.662 -1.467
O 0.141 0.147 1.315
C -0.705 1.066 1.315
O -0.522 2.105 2.190
C -1.724 0.929 0.427
O -1.534 -0.101 -0.213
O -2.538 1.864 0.101
O 2.385 0.259 3.924
C 2.713 0.468 2.742
O 2.993 1.629 2.382
B 3.233 1.498 0.893
O 3.110 0.078 0.614
C 2.964 -0.483 1.718
O 2.740 -1.657 1.861
O 4.516 2.123 0.578
C 4.187 3.097 -0.299
O 4.978 3.948 -0.396
C 2.783 3.178 -0.521
O 2.170 2.301 0.182
O 2.235 3.939 -1.196
O -0.410 4.897 1.312
H -0.623 5.366 2.037
H -0.420 4.015 1.653
O -5.155 2.443 0.195
H -5.759 1.919 0.647
H -4.326 2.030 0.379
O -4.377 -1.020 -1.393
H -4.061 -0.682 -0.621
H -3.500 -1.129 -1.743
O -2.570 -1.327 2.841
H -2.046 -0.956 3.512
H -1.992 -2.095 2.808
O 1.445 -6.531 0.106
H 1.030 -7.107 0.753
H 1.005 -5.666 0.196
O 0.001 1.822 -1.940
H 0.476 2.504 -1.661
H 0.740 1.246 -1.975
O 2.539 0.384 -2.491
H 1.881 -0.190 -2.989
H 2.305 -0.133 -1.740
O -2.194 -5.323 -0.627
H -1.425 -5.667 -1.152
H -3.043 -5.468 -1.304
O -1.117 1.906 4.736
H -1.894 2.386 4.802
H -0.761 1.939 3.813
O -3.085 3.340 -2.556
H -2.937 4.169 -2.112
H -2.670 2.725 -1.765
O 3.189 -3.831 -3.582
H 3.402 -3.101 -4.101
H 2.715 -3.522 -2.860
O -1.366 0.083 -3.634
H -1.004 0.782 -3.204
H -1.328 -0.766 -3.035
*
```



Entry 3:
A structure of composition C50H39N5O5PRuSTe in a non-equilibrium geometry. Source: the Open Molecules 2025 dataset; level of theory: the ωB97M-V functional and the def2-TZVPD basis.

* LUMO (spin up / spin down): -0.2 / -2.8 eV
* largest force on an atom: 4.144 eV/Å
* HOMO level (spin up / spin down): -0.259 / -0.282 Eh
* frontier orbital gap (spin up / spin down): 6.81 / 4.85 eV
* M: 1081.603 g/mol

The geometry in ORCA input format:
```
! wB97M-V def2-TZVPD RIJCOSX def2/J DEFGRID3
* xyz 0 6
Ru 0.907 -0.087 -0.031
C -4.066 1.961 2.165
C -3.674 0.672 1.705
C -2.358 0.319 1.475
C -1.323 1.265 1.694
C -1.706 2.578 2.033
C -3.038 2.912 2.334
N 0.011 1.019 1.507
C 0.955 1.284 2.478
C 0.679 1.644 3.797
C 1.638 2.223 4.616
C 2.989 2.219 4.126
C 3.329 1.803 2.848
C 2.306 1.282 2.067
N 2.387 1.104 0.706
N 3.039 2.029 0.023
C 2.591 2.084 -1.249
C 3.159 3.020 -2.159
C 2.576 3.153 -3.373
C 1.567 2.219 -3.710
C 1.138 1.275 -2.811
N 1.585 1.254 -1.551
H -5.121 2.201 2.308
H -4.411 -0.095 1.597
H -2.080 -0.666 1.123
H -0.907 3.298 2.000
H -3.213 3.925 2.645
H -0.349 1.656 4.145
H 1.363 2.731 5.542
H 3.792 2.674 4.741
H 4.357 1.774 2.489
H 4.072 3.550 -1.831
H 2.754 4.030 -3.992
H 1.153 2.166 -4.730
H 0.450 0.498 -3.101
O -2.070 -2.065 -2.162
C -1.133 -1.756 -1.473
O -0.818 -0.513 -1.058
C -0.160 -2.870 -0.864
P 1.505 -2.090 -0.546
C 2.525 -2.320 -2.016
C 1.902 -2.327 -3.260
C 2.677 -2.365 -4.416
C 4.083 -2.306 -4.310
C 4.695 -2.281 -3.051
C 3.907 -2.335 -1.894
C 2.253 -3.081 0.779
C 2.784 -4.347 0.395
C 3.400 -5.156 1.384
C 3.497 -4.686 2.716
C 2.925 -3.482 3.033
C 2.318 -2.673 2.088
H -0.102 -3.682 -1.625
H -0.549 -3.276 0.084
H 0.803 -2.361 -3.362
H 2.162 -2.388 -5.390
H 4.645 -2.251 -5.241
H 5.768 -2.137 -2.969
H 4.359 -2.444 -0.870
H 2.594 -4.769 -0.614
H 3.878 -6.101 1.130
H 3.994 -5.320 3.433
H 2.879 -3.140 4.049
H 1.946 -1.699 2.388
O 0.773 -2.089 6.436
S -0.565 -2.089 5.888
O -1.630 -1.538 6.724
N -0.494 -1.225 4.446
C -0.747 -2.040 3.395
O -0.661 -1.688 2.196
C -1.102 -3.420 3.780
C -1.410 -4.446 2.884
C -1.611 -5.683 3.404
C -1.574 -5.951 4.819
C -1.197 -4.931 5.670
C -0.946 -3.673 5.096
H -1.467 -4.280 1.816
H -1.924 -6.525 2.764
H -1.847 -6.960 5.120
H -1.078 -5.082 6.746
Te -1.320 3.077 -1.777
C -3.059 2.117 -2.650
C -3.007 1.438 -3.893
C -4.058 0.590 -4.261
C -5.162 0.454 -3.430
C -5.235 1.096 -2.183
C -4.180 1.948 -1.806
C -1.401 4.739 -3.051
C -1.774 5.951 -2.407
C -1.924 7.107 -3.172
C -1.577 7.065 -4.550
C -1.207 5.887 -5.153
C -1.174 4.704 -4.429
H -2.145 1.594 -4.550
H -4.025 0.133 -5.239
H -6.040 -0.136 -3.816
H -6.115 1.017 -1.575
H -4.253 2.537 -0.898
H -1.972 5.943 -1.358
H -2.273 8.009 -2.659
H -1.727 7.950 -5.132
H -1.062 5.907 -6.225
H -1.049 3.744 -4.956
*
```



Taking the records one at a time from the top gives E_tot values of -112273.6306 -67377.6084 -100164.6536 eV.